Record 1
The following is a quantum chemistry calculation of a molecular structure, C24H36F6MnO18P at a distorted geometry, from OMol25.

The energy above the lowest of the compared OMol25 structures with the same formula, charge and spin comes out at 411.5 kJ/mol. The calculation puts the energy at -119242.5254 eV. Its frontier orbital gap (alpha / beta) is 8.15 / 7.60 eV. The charge is +1. The calculation puts the lowest unoccupied orbital energy (alpha / beta) at -4.15 / -4.70 eV. As for the spin multiplicity: 6.

XYZ file:
```
86
Properties=species:S:1:pos:R:3:forces:R:3:mulliken_spin:R:1
Mn -2.7030 1.7513 0.3776 1.71 -1.03 -0.88 4.913
P 0.9724 0.8960 0.7631 2.57 0.26 0.78 0.027
F 1.3858 2.4291 0.4406 -0.47 -0.43 0.11 0.001
F -0.5313 1.2304 0.1886 -0.77 -0.05 -0.09 -0.041
F 1.4924 0.4521 -0.6932 -0.59 0.14 -0.51 0.002
F 0.5041 -0.6401 0.9998 -0.22 0.28 0.29 0.003
F 2.4435 0.6014 1.3469 -0.28 -0.15 -0.05 -0.001
F 0.5108 1.3052 2.2593 -0.73 -0.07 -0.30 0.006
C 1.2471 1.1494 -3.6177 0.45 1.64 1.31 0.000
C 1.7974 -0.2441 -3.4913 0.26 -0.61 -0.16 0.000
C 0.8022 -1.3518 -3.0848 -0.46 0.65 -1.35 0.000
O 0.8334 -2.2547 -4.1945 0.52 -0.69 0.60 0.000
C 1.8249 -1.9192 -5.0631 -0.28 0.65 -0.48 0.000
O 2.1336 -2.5710 -6.0000 0.10 -0.05 0.08 0.000
O 2.2844 -0.6718 -4.7824 -0.12 -0.63 0.34 0.000
H 1.1245 1.5084 -4.6367 -0.42 -0.54 -0.15 0.000
H 1.9001 1.9164 -3.1735 0.51 -0.46 -0.20 0.000
H 0.3986 1.3480 -2.9542 -0.46 -0.53 -0.54 0.000
H 2.6315 -0.3653 -2.8020 0.11 0.65 -0.05 0.000
H -0.2362 -1.0181 -3.1248 0.20 0.40 0.79 0.000
H 1.1010 -1.7857 -2.1371 -0.24 -0.39 -0.04 0.000
C -1.2019 3.8694 -4.5913 -0.91 0.17 0.46 0.000
C -0.5452 4.6746 -3.4837 0.45 -0.15 -0.16 0.000
C -1.4171 5.8127 -2.9469 -0.55 -0.59 -0.56 0.000
O -2.1448 5.1489 -1.8705 -0.02 -0.27 -0.12 0.003
C -1.4832 4.0559 -1.5467 0.27 0.88 -0.39 -0.005
O -1.8198 3.3236 -0.6387 -0.92 -0.59 0.78 0.029
O -0.4116 3.8745 -2.2756 0.13 -0.77 -0.05 0.003
H -1.2419 4.5175 -5.4673 -0.02 -0.19 -0.13 0.000
H -2.2282 3.6153 -4.2995 -0.04 0.13 -0.13 0.000
H -0.7307 2.9204 -4.8293 0.45 0.20 0.06 0.000
H 0.4455 4.9362 -3.8477 0.12 0.32 0.61 0.000
H -2.1425 6.0346 -3.7271 -0.05 0.60 0.29 0.000
H -0.9417 6.6747 -2.4954 0.25 0.09 -0.29 0.000
C -0.8189 1.8524 5.6498 -0.52 0.03 1.59 0.000
C 0.4042 2.5412 6.2354 1.15 -0.66 -2.48 0.000
C 1.3433 3.1389 5.1406 -0.88 -1.26 0.01 0.000
O 0.9350 4.4906 5.1109 0.89 0.46 -0.03 0.000
C 0.3578 4.8082 6.2842 -0.94 0.13 0.23 0.000
O 0.0259 5.8916 6.6358 0.36 -0.01 -0.19 0.000
O 0.0617 3.6836 6.9914 0.42 -0.41 0.37 0.000
H -0.6573 0.7836 5.5148 0.30 0.10 -0.60 0.000
H -1.2337 2.3627 4.7845 0.06 -0.10 -0.12 0.000
H -1.5530 1.8615 6.4657 -0.24 0.18 -0.28 0.000
H 1.0665 1.7889 6.6654 -0.53 0.31 1.32 0.000
H 1.1880 2.6841 4.1626 -0.23 0.17 -0.02 0.000
H 2.3782 2.9004 5.3994 0.17 1.06 0.13 0.000
C 4.1625 -1.7707 2.1030 0.07 0.15 -0.39 0.000
C 3.6675 -2.9188 1.2168 0.28 1.55 0.79 0.000
C 2.8446 -2.5160 -0.0183 1.07 -0.66 -0.41 0.000
O 3.3937 -3.4221 -0.9997 -1.16 -0.04 -0.28 0.000
C 4.5485 -3.9724 -0.5790 -0.22 -0.22 -0.79 0.000
O 5.1724 -4.7116 -1.2708 0.33 0.13 0.55 0.000
O 4.8288 -3.5463 0.6593 0.02 -0.33 0.07 0.000
H 3.4439 -1.4808 2.8680 -0.02 -0.25 0.07 0.000
H 4.3596 -0.8581 1.5402 0.03 -0.18 -0.20 0.000
H 5.1079 -2.0837 2.5432 -0.14 -0.04 0.29 0.000
H 3.1625 -3.6312 1.8711 -0.16 -0.29 -0.34 0.000
H 3.0506 -1.5353 -0.4471 -0.04 0.31 0.71 0.000
H 1.7728 -2.6551 0.0885 0.00 -0.15 -0.01 0.000
C -3.2985 -3.9728 -2.6420 1.35 1.28 0.64 0.000
C -2.2595 -2.8123 -2.7330 -1.73 -0.88 -0.42 0.000
C -2.5163 -1.8312 -3.9066 1.24 -1.40 0.11 0.000
O -2.7457 -0.5872 -3.2617 -0.14 1.01 -0.40 0.002
C -2.6012 -0.6904 -1.9624 -0.12 -1.56 0.14 0.003
O -2.6350 0.2359 -1.1913 -0.45 1.02 0.18 0.032
O -2.4569 -1.9599 -1.5757 0.59 0.79 0.03 -0.005
H -3.4802 -4.0603 -1.5705 -0.26 -0.35 -0.07 0.000
H -2.7978 -4.8739 -2.9813 -0.53 -0.19 -0.33 0.000
H -4.2081 -3.6787 -3.1526 -0.14 -0.45 -0.13 0.000
H -1.2674 -3.2558 -2.7341 0.22 0.50 0.19 0.000
H -3.3358 -2.1509 -4.5420 -0.30 0.39 0.15 0.000
H -1.6066 -1.7852 -4.5053 -0.15 0.36 -0.17 0.000
C -0.7257 -3.8384 2.6548 0.94 1.14 0.46 0.000
C -1.9904 -3.0059 2.6562 -0.80 -1.76 0.27 0.001
C -2.3851 -2.2989 3.9411 1.50 0.57 -0.07 0.000
O -2.9090 -1.0461 3.4493 -0.46 0.32 -0.06 0.002
C -2.5752 -0.8997 2.1821 -0.06 -0.74 0.60 -0.007
O -2.8844 0.0819 1.5334 -0.18 1.01 0.00 0.021
O -1.9509 -1.9382 1.6892 0.11 0.38 -0.16 0.009
H -0.8422 -4.8416 3.0554 -0.43 -0.16 -0.54 0.000
H 0.0544 -3.4205 3.3036 -0.18 0.35 -0.09 0.000
H -0.3110 -3.7692 1.6495 -0.07 -0.65 -0.05 0.000
H -2.8002 -3.6718 2.3417 -0.10 0.21 -0.17 0.000
H -1.4627 -2.0472 4.4727 -0.20 0.00 0.27 0.000
H -3.0759 -2.7915 4.6130 -0.28 0.01 -0.24 0.000
```
Forces are in eV/Å.


Record 2
The following is a quantum chemistry calculation of a molecular structure, C51H39Br2Cl3N3O3P2Tc, from OMol25.

The energy above the lowest of the compared OMol25 structures with the same formula, charge and spin comes out at 41.4 kJ/mol. The calculation puts the energy at -262538.5339 eV. Its frontier orbital gap (alpha / beta) is 8.21 / 4.63 eV. The charge is +3. The calculation puts the lowest unoccupied orbital energy (alpha / beta) at -7.68 / -11.24 eV. As for the spin multiplicity: 4.

XYZ file:
```
104
Properties=species:S:1:pos:R:3:forces:R:3:mulliken_spin:R:1
Tc -0.5566 -0.0815 -0.5864 -0.17 0.24 -0.26 1.938
O 2.1020 -0.1988 2.0286 -0.15 0.03 -0.01 0.232
C 1.7251 0.1226 3.2622 -0.32 0.07 0.27 0.083
C 2.6013 0.5881 4.2664 0.00 -0.07 -0.12 0.098
C 2.0978 0.8028 5.5216 -0.07 -0.01 0.13 -0.022
C 0.7424 0.5689 5.7807 0.03 -0.01 -0.03 0.169
C -0.1293 0.2171 4.7485 0.06 -0.04 -0.02 -0.023
C 0.3292 0.0184 3.4577 0.13 0.13 0.16 0.102
P -0.8955 -0.2217 2.0856 0.18 0.04 -0.41 -0.037
C -2.0862 1.0049 2.7132 -0.04 -0.03 0.16 -0.002
C -1.7748 2.3540 2.5451 0.04 -0.03 -0.03 0.005
C -2.6088 3.3308 3.0608 0.00 0.07 0.00 0.001
C -3.7615 2.9688 3.7464 -0.07 -0.02 0.02 0.000
C -4.0725 1.6275 3.9253 0.00 0.03 -0.01 0.002
C -3.2361 0.6427 3.4152 0.05 0.06 -0.04 -0.005
C -1.6034 -1.8480 2.4350 0.18 -0.05 0.20 0.006
C -2.7947 -2.2208 1.8152 -0.07 0.06 -0.10 -0.008
C -3.3380 -3.4713 2.0481 -0.05 -0.07 0.02 -0.001
C -2.6938 -4.3669 2.8937 -0.01 0.01 -0.02 -0.002
C -1.5029 -4.0075 3.5026 -0.01 -0.02 0.01 0.001
C -0.9577 -2.7524 3.2763 0.01 0.04 -0.03 0.000
C 3.3518 -0.4168 1.6082 0.46 -0.09 -0.43 0.087
C 4.4137 -0.8500 2.4266 -0.17 0.08 -0.04 0.089
C 5.6600 -0.9578 1.8652 0.14 0.03 -0.08 -0.027
C 5.8572 -0.6435 0.5150 -0.06 0.02 0.01 0.151
C 4.7786 -0.3071 -0.3000 0.09 0.04 0.12 -0.026
C 3.4987 -0.2219 0.2206 0.08 -0.22 0.20 0.086
P 2.0809 -0.1554 -0.9636 -0.49 0.07 0.23 -0.053
C 2.5672 -1.6837 -1.8167 0.13 -0.05 0.06 0.016
C 2.2955 -2.8466 -1.0949 -0.02 0.04 -0.08 -0.007
C 2.7174 -4.0775 -1.5700 -0.01 -0.02 -0.04 -0.003
C 3.4217 -4.1530 -2.7645 0.00 0.02 0.00 0.001
C 3.7202 -2.9934 -3.4707 0.02 -0.09 0.00 0.004
C 3.3067 -1.7590 -2.9952 0.04 0.15 -0.12 -0.005
C 2.5267 1.3543 -1.8835 0.23 0.05 0.15 0.009
C 2.8615 2.4548 -1.0823 -0.03 -0.04 -0.05 0.000
C 3.1918 3.6731 -1.6495 0.02 0.01 0.02 0.001
C 3.2011 3.8152 -3.0316 -0.01 0.02 -0.03 -0.002
C 2.8745 2.7338 -3.8329 0.00 0.06 -0.05 0.002
C 2.5380 1.5115 -3.2658 -0.08 -0.08 -0.10 -0.007
H 3.6390 0.8013 4.0538 -0.08 0.03 -0.05 -0.001
H 2.7509 1.1593 6.3062 -0.03 0.01 0.02 0.003
H 0.3574 0.7068 6.7822 -0.02 0.01 -0.01 -0.003
H -1.1825 0.1149 4.9653 -0.04 0.01 0.03 0.009
H -0.8641 2.6412 2.0292 -0.01 -0.01 -0.01 -0.006
H -2.3593 4.3771 2.9413 0.00 0.00 0.01 0.000
H -4.4116 3.7337 4.1498 0.00 -0.01 0.00 0.000
H -4.9617 1.3444 4.4727 -0.01 0.00 0.00 0.000
H -3.4824 -0.4008 3.5623 0.00 -0.01 0.02 -0.001
H -3.3099 -1.5423 1.1429 0.06 -0.08 0.07 0.005
H -4.2668 -3.7496 1.5674 0.01 -0.01 0.00 0.000
H -3.1215 -5.3440 3.0729 0.00 0.00 0.00 0.000
H -0.9944 -4.7021 4.1571 0.00 -0.01 -0.01 0.000
H -0.0253 -2.4935 3.7613 0.00 0.01 -0.01 0.000
H 4.2563 -1.1234 3.4602 -0.06 -0.05 -0.07 0.000
H 6.4899 -1.2945 2.4712 0.02 -0.01 -0.03 0.002
H 6.8499 -0.7117 0.0908 -0.01 -0.01 -0.02 -0.002
H 4.9408 -0.1443 -1.3574 0.03 0.01 -0.01 0.004
H 1.7600 -2.8012 -0.1557 -0.08 -0.01 0.03 -0.002
H 2.4895 -4.9736 -1.0079 0.00 0.01 0.00 0.000
H 3.7480 -5.1133 -3.1405 0.00 0.00 0.00 0.000
H 4.2897 -3.0483 -4.3889 0.00 -0.01 0.00 0.000
H 3.5768 -0.8650 -3.5484 0.00 -0.11 0.08 -0.001
H 2.8868 2.3583 -0.0025 -0.01 -0.02 0.03 -0.005
H 3.4707 4.5050 -1.0157 0.00 0.00 0.00 0.000
H 3.4793 4.7599 -3.4796 0.00 0.00 -0.01 0.000
H 2.8964 2.8302 -4.9103 0.00 0.01 0.00 0.000
H 2.2983 0.6936 -3.9307 0.04 0.10 0.06 -0.001
Br -1.6830 -0.4761 -7.3216 0.03 0.01 0.12 0.003
C -1.3262 -0.3633 -5.4957 0.00 0.02 0.10 0.008
C -0.0692 -0.6509 -4.9861 -0.09 -0.03 -0.04 -0.006
C 0.1232 -0.5455 -3.6258 0.16 -0.15 -0.06 0.018
N -0.8129 -0.1686 -2.7548 0.05 0.00 0.27 -0.030
C -2.0474 0.0641 -3.2443 -0.14 -0.02 -0.11 0.009
C -2.3291 -0.0112 -4.5988 0.06 -0.02 0.03 -0.005
C -3.0893 0.3630 -2.2451 -0.07 0.03 -0.11 0.030
C -4.4053 0.5957 -2.6120 0.02 0.01 0.05 -0.004
C -5.3589 0.8654 -1.6376 0.10 -0.02 0.02 0.009
Br -7.1382 1.1620 -2.1063 0.11 -0.02 0.03 0.003
C -4.9424 0.9102 -0.3147 -0.02 0.01 -0.09 -0.006
C -3.6138 0.6671 -0.0372 -0.09 0.02 0.11 0.020
N -2.6878 0.3765 -0.9575 0.20 -0.08 0.12 -0.051
H 0.7427 -0.9709 -5.6242 0.00 0.00 -0.01 0.000
H 1.0757 -0.8303 -3.2151 -0.09 0.00 -0.05 -0.001
H -3.3208 0.1867 -4.9730 0.00 -0.01 0.00 0.000
H -4.7074 0.5639 -3.6467 0.00 0.01 0.01 0.000
H -5.6273 1.1299 0.4915 -0.02 -0.01 0.00 0.000
H -3.2837 0.7118 0.9844 -0.03 0.01 -0.05 0.001
C -1.7701 5.1200 -1.0494 -0.04 0.05 -0.02 0.008
C -0.3473 4.5540 -1.0166 0.12 0.04 0.01 -0.009
C -0.3466 3.1144 -0.8244 0.00 0.18 -0.07 0.169
N -0.3799 1.9808 -0.6748 0.01 -0.12 0.06 -0.163
H -1.7171 6.1962 -1.1971 0.00 0.00 0.01 0.000
H -2.2910 4.9261 -0.1134 -0.02 -0.01 0.00 -0.001
H -2.3417 4.6921 -1.8711 -0.01 0.00 0.01 -0.001
H 0.2445 4.9826 -0.2031 -0.02 0.03 -0.04 0.005
H 0.1955 4.7452 -1.9463 -0.02 0.03 0.03 0.004
Cl -3.3881 -2.9242 -1.4723 -0.05 0.02 -0.10 0.000
C -1.8685 -3.8439 -1.5251 0.07 -0.14 0.16 0.001
Cl -1.1230 -3.6536 -3.1268 0.06 0.04 -0.03 0.001
Cl -2.1827 -5.5323 -1.2005 0.01 0.14 -0.03 0.002
C -0.8582 -3.2684 -0.4887 0.12 -0.43 0.44 -0.020
O -0.2349 -3.9737 0.2542 -0.21 0.13 -0.26 0.054
O -0.7387 -1.9673 -0.5293 -0.08 -0.01 -0.27 0.099
```
Forces are in eV/Å.